[1]
Density functional theory data (the ωB97M-V functional and the def2-TZVPD basis) for a 2-piece molecular cluster, C9H12N3O3 overall at a distorted geometry.

Computed properties:
- Net charge: +1
- LUMO (spin up / spin down): -4.0 / -3.2 eV
- Orbital gap (spin up / spin down): 7.48 / 7.91 eV
- Calculated total energy: -20127.34652 eV

Last column: Löwdin charge in e.
Cartesian coordinates (Å):
C: -1.78260 -0.90097 -2.69771  -0.02
C: -0.81367 0.75916 -3.66451  -0.15
C: -1.06373 -0.23662 -1.71429  -0.13
C: 3.17744 2.54491 0.52428  0.04
C: -2.25662 -2.33253 0.33965  0.06
C: 1.27506 -0.50126 0.79193  -0.03
C: 1.54041 -0.19038 2.24431  -0.13
C: -0.31317 0.87843 1.89911  -0.14
C: -0.98078 -0.31242 -0.25396  -0.19
N: -1.49429 -0.30786 -3.91949  0.10
N: 2.16454 2.09058 0.22327  0.11
N: 0.07854 0.38752 0.47176  0.03
O: -0.43594 0.81990 -2.36296  0.04
O: -1.48093 -1.26825 0.47752  -0.03
O: 0.86856 1.05342 2.44285  -0.07
H: -2.31906 -1.75498 -2.72938  0.08
H: -0.36931 1.47447 -4.42086  0.17
H: 4.14717 3.05277 0.75124  0.11
H: -2.38084 -2.88648 1.32030  0.10
H: -2.89178 -2.78954 -0.42236  0.09
H: 1.97152 -0.17419 0.15223  0.06
H: 0.86835 -1.60880 0.66229  0.19
H: 1.29572 -0.92567 2.99415  0.14
H: 2.60040 0.01580 2.41880  0.14
H: -0.83113 1.78026 1.90511  0.14
H: -0.86387 0.04475 2.44093  0.17
H: 0.29000 1.28798 0.12578  0.11

---

[2]
Density functional theory data (the ωB97M-V functional and the def2-TZVPD basis) for C42H41CoNO3P2S as an isolated structure at a distorted geometry.

Computed properties:
- Net charge: 0
- LUMO (spin up / spin down): -0.2 / -0.2 eV
- Spin multiplicity: 4
- Expectation value of S²: 3.769
- Orbital gap (spin up / spin down): 5.12 / 7.05 eV
- Calculated total energy: -118882.75811 eV

Last column: Mulliken spin population.
Cartesian coordinates (Å):
Co: 0.66977 -0.36828 0.21150  1.86
C: -1.19950 -2.78023 -2.45395  0.03
C: -1.80416 -1.63259 -2.80296  0.01
C: -3.29409 -1.57001 -3.10695  0.02
C: -4.24157 -2.27126 -2.10284  0.01
C: -3.68793 -2.43401 -0.71113  -0.01
C: -2.90877 -3.44253 -0.25834  0.00
C: -2.43869 -4.57956 -1.13085  -0.01
C: -1.89086 -4.11919 -2.50299  0.01
C: 0.57372 0.89624 2.60657  0.04
H: -0.13091 -2.83401 -2.26072  0.01
H: -1.23153 -0.76610 -3.19946  -0.03
H: -3.53251 -1.93898 -4.11461  0.00
H: -3.57871 -0.50724 -3.13276  0.00
H: -5.16117 -1.65006 -2.04754  0.00
H: -4.55568 -3.23627 -2.54324  0.00
H: -4.22950 -1.82012 0.00979  -0.01
H: -2.90048 -3.68224 0.79963  0.02
H: -3.21189 -5.35456 -1.30467  0.00
H: -1.63039 -5.08518 -0.57970  0.00
H: -1.18185 -4.89634 -2.82401  0.00
H: -2.72475 -4.14491 -3.22471  0.00
H: 1.62422 0.65962 2.32279  0.00
H: 0.54481 0.79775 3.69150  0.00
H: 0.43269 1.94523 2.36399  0.00
P: -0.04002 0.65182 -1.57994  0.06
P: -0.86754 -0.10392 2.04219  0.26
C: -1.59555 0.35182 -0.75820  0.34
C: -1.79509 -0.23226 0.48162  0.45
C: -0.10414 2.07445 -2.59581  0.11
C: -1.19758 2.15429 -3.47883  -0.01
C: -1.27926 3.26776 -4.29632  0.00
C: -0.31063 4.26844 -4.22531  0.00
C: 0.78556 4.17487 -3.35975  0.00
C: 0.89958 3.06238 -2.54215  0.01
C: 1.13046 -0.65162 -2.18385  -0.02
C: 1.70623 -1.54644 -1.24842  -0.04
C: 2.70627 -2.42319 -1.67359  0.01
C: 3.16289 -2.35914 -2.98860  0.00
C: 2.61211 -1.45262 -3.89180  0.00
C: 1.58996 -0.58525 -3.50588  0.00
C: -2.13865 0.75287 3.02976  0.02
C: -2.41928 2.07831 2.68344  -0.02
C: -3.23098 2.84570 3.52527  -0.01
C: -3.75505 2.26354 4.68474  0.01
C: -3.49693 0.93234 5.00969  0.00
C: -2.66879 0.16519 4.18133  0.02
C: -0.49456 -1.74606 2.70783  -0.05
C: 0.76224 -2.06026 3.24615  -0.02
C: 1.02238 -3.36280 3.67747  0.00
C: 0.03175 -4.34787 3.55591  0.00
C: -1.22269 -4.03356 3.02111  0.01
C: -1.48964 -2.72524 2.61341  0.03
H: -2.43949 0.69531 -1.34368  -0.05
H: -2.76061 -0.74610 0.62679  -0.01
H: -1.93343 1.34815 -3.53148  0.00
H: -2.11740 3.35521 -4.98257  0.00
H: -0.41516 5.15210 -4.84224  0.00
H: 1.53440 4.96304 -3.32458  0.00
H: 1.73495 2.90635 -1.85269  0.01
H: 1.39510 -1.62277 -0.13879  -0.05
H: 3.12850 -3.12212 -0.95688  0.00
H: 3.96266 -3.02471 -3.30232  0.00
H: 2.99225 -1.38861 -4.90336  0.00
H: 1.18356 0.16143 -4.18684  0.00
H: -2.02157 2.48982 1.75651  0.00
H: -3.44141 3.88375 3.26987  0.00
H: -4.33608 2.87849 5.36773  0.00
H: -3.91560 0.48167 5.91290  0.00
H: -2.44688 -0.87613 4.40603  0.00
H: 1.53574 -1.29736 3.33026  -0.01
H: 1.99587 -3.60032 4.12142  0.00
H: 0.24448 -5.36399 3.88847  0.00
H: -1.99926 -4.79895 2.94658  0.00
H: -2.46995 -2.45396 2.22379  -0.02
O: 6.11047 0.52329 1.58395  0.00
S: 5.02214 1.28790 2.11634  0.00
O: 4.83467 1.37214 3.53827  0.00
N: 3.58789 0.92233 1.39209  0.01
C: 3.07197 1.89758 0.62213  -0.02
O: 1.96218 1.80088 0.00267  -0.01
C: 3.92654 3.10789 0.63722  0.01
C: 3.68090 4.36670 0.08469  0.00
C: 4.58745 5.40407 0.34121  0.00
C: 5.72152 5.17606 1.13247  0.00
C: 5.97676 3.91270 1.69445  0.00
C: 5.05369 2.91080 1.42958  0.00
H: 2.77434 4.54831 -0.49133  0.00
H: 4.40128 6.41840 -0.03499  0.00
H: 6.41082 5.99665 1.31825  0.00
H: 6.85340 3.73527 2.31228  0.00

---

[3]
Density functional theory data (the ωB97M-V functional and the def2-TZVPD basis) for C54H46N5O4P2SSbSe4Y as an isolated structure at a distorted geometry.

Computed properties:
- Net charge: -1
- LUMO: 1.2 eV
- Orbital gap: 4.77 eV
- Calculated total energy: -370764.24415 eV

Last column: Löwdin charge in e.
Cartesian coordinates (Å):
Y: 1.07295 -0.56307 -0.97421  0.68
C: -1.74207 -1.97960 1.30546  -0.25
N: -0.50827 -1.82912 0.54877  -0.43
P: -0.45639 1.11154 0.83525  1.10
C: -0.16005 0.84507 2.42768  -0.39
C: 2.02462 -0.50100 2.79833  -0.12
C: 3.12127 -0.21245 3.83455  -0.09
C: 1.83759 1.90616 4.86735  -0.09
C: 0.43826 2.34855 4.52912  -0.02
C: -0.55388 1.48173 3.71936  -0.18
C: -1.75445 2.42339 0.94985  -0.36
C: -3.07521 1.97009 0.97024  -0.12
C: -4.13969 2.85429 1.06281  -0.09
C: -3.90127 4.21942 1.14324  -0.10
C: -2.59379 4.68232 1.15364  -0.08
C: -1.53099 3.79297 1.05942  -0.09
P: 0.22549 -3.10936 -0.15858  0.81
C: -0.97904 -4.33127 -0.81510  -0.29
C: -2.17379 -3.87193 -1.37638  -0.11
C: -3.12743 -4.75572 -1.85537  -0.09
C: -2.90206 -6.12519 -1.80284  -0.11
C: -1.70672 -6.59492 -1.27982  -0.10
C: -0.75766 -5.70741 -0.78998  -0.08
C: 1.19669 -4.15278 0.98142  -0.37
C: 2.28005 -4.86169 0.46466  -0.16
C: 3.17397 -5.51037 1.30355  -0.09
C: 3.00720 -5.45071 2.68027  -0.10
C: 1.93239 -4.74787 3.21191  -0.10
C: 1.03816 -4.10424 2.36744  -0.10
H: -1.97909 -1.04644 1.82784  0.03
H: -1.69527 -2.77260 2.06409  0.06
H: -2.60364 -2.21722 0.66880  0.05
H: 2.17251 -1.48074 2.33736  0.13
H: 3.69690 -0.98515 4.32393  0.14
H: 2.18612 2.64839 5.58061  0.14
H: 0.16635 3.35042 4.83698  0.14
H: -1.56757 1.86586 3.82921  0.15
H: -3.27227 0.90322 0.93763  0.09
H: -5.15458 2.47575 1.07875  0.10
H: -4.72782 4.91601 1.20625  0.10
H: -2.39357 5.74327 1.24019  0.10
H: -0.52109 4.18016 1.08830  0.09
H: -2.34634 -2.80811 -1.45799  0.07
H: -4.04889 -4.36980 -2.27543  0.10
H: -3.64873 -6.81854 -2.17005  0.09
H: -1.50688 -7.65920 -1.24925  0.10
H: 0.16653 -6.10086 -0.38734  0.09
H: 2.43444 -4.91233 -0.60794  0.06
H: 4.01456 -6.03716 0.86911  0.09
H: 3.71498 -5.94131 3.33721  0.09
H: 1.79493 -4.69588 4.28574  0.09
H: 0.20401 -3.55804 2.79168  0.08
Se: 6.25318 -1.76539 -4.02362  -0.05
Sb: 4.63040 -2.89348 -2.77269  -0.04
Se: 3.33060 -1.67858 -0.81572  0.28
Se: 2.12728 -2.05423 -2.86982  0.28
Se: 4.85451 -5.21000 -2.43276  -0.07
C: -6.95334 0.09869 -3.02363  -0.05
C: -5.45740 -0.04695 -3.09900  -0.27
C: -4.68491 -0.06503 -1.93822  -0.03
C: -3.30589 -0.13657 -2.00398  -0.05
C: -2.68917 -0.20281 -3.24649  -0.28
C: -3.43277 -0.21035 -4.41257  -0.05
C: -4.81594 -0.12478 -4.33060  -0.04
S: -0.92655 -0.34390 -3.28287  0.55
O: -0.51054 -0.30841 -4.66191  -0.29
O: -0.62694 -1.57665 -2.53652  -0.51
N: -0.31128 0.77730 -2.35075  -0.23
C: -0.41995 2.13888 -2.70720  -0.23
C: -1.10084 2.60042 -3.80813  -0.02
C: -1.09353 3.96235 -4.17957  -0.08
C: -0.37300 4.87443 -3.47541  -0.06
C: 0.33285 4.45235 -2.32272  -0.15
C: 1.13823 5.35343 -1.57722  -0.02
C: 1.79689 4.92638 -0.47113  -0.04
C: 1.59702 3.58671 -0.05575  -0.17
N: 0.87830 2.73255 -0.72376  0.02
C: 0.26937 3.11386 -1.89070  -0.15
H: -7.33100 -0.20313 -2.04710  0.07
H: -7.44864 -0.50006 -3.78843  0.08
H: -7.24282 1.13982 -3.18350  0.08
H: -5.17354 -0.02217 -0.97109  0.11
H: -2.69578 -0.15157 -1.10717  0.09
H: -2.92554 -0.28350 -5.36565  0.12
H: -5.40601 -0.11589 -5.24003  0.11
H: -1.62571 1.91199 -4.45238  0.09
H: -1.64775 4.26279 -5.05994  0.10
H: -0.31344 5.91078 -3.78523  0.10
H: 1.21192 6.38272 -1.91041  0.11
H: 2.43309 5.58305 0.10703  0.10
H: 2.01109 3.23577 0.88397  0.10
O: -0.12883 0.15842 7.51835  0.12
C: 0.53163 1.20986 6.96925  -0.46
O: 0.92908 2.09638 7.67582  0.11
C: 0.70442 1.16837 5.50000  -0.18
C: -0.05690 0.25266 4.50889  -0.08
C: 0.53381 -0.32072 3.15187  -0.15
C: 2.67339 0.57703 1.92763  -0.28
C: 3.66831 0.94625 2.96351  -0.06
C: 3.05929 1.17983 4.33174  -0.13
N: 2.67363 0.72752 0.65585  -0.07
C: 3.63509 1.50146 0.02497  -0.22
C: 3.69895 1.57409 -1.36751  -0.35
C: 4.93051 1.96052 -1.99276  -0.05
C: 5.11294 1.75583 -3.32131  -0.12
C: 4.02566 1.31395 -4.10887  -0.12
C: 2.83659 1.11311 -3.47212  -0.22
N: 2.63768 1.18026 -2.13583  -0.03
H: -0.34535 -0.47577 6.82286  0.09
H: -0.79418 -0.41866 4.95020  0.14
H: 0.03744 -1.26506 2.93861  0.09
H: 4.69164 1.24028 2.77304  0.13
H: 3.86806 1.36618 5.03309  0.14
H: 4.44811 1.91253 0.61262  0.10
H: 5.73617 2.31551 -1.36130  0.10
H: 6.09022 1.89244 -3.76853  0.10
H: 4.12769 1.11874 -5.16595  0.09
H: 1.95109 0.86170 -4.04914  0.09

---

[4]
Density functional theory data (the ωB97M-V functional and the def2-TZVPD basis) for one molecule with the formula C19H21NO5.

Computed properties:
- SMILES: CCOC(=O)c1ccc(NC(=O)CCOc2ccc(OC)cc2)cc1
- Net charge: 0
- LUMO: 0.5 eV
- Orbital gap: 8.50 eV
- Calculated total energy: -31771.82972 eV

Last column: Löwdin charge in e.
Cartesian coordinates (Å):
C: 1.15911 -5.80724 1.11842  -0.06
C: 2.02840 -4.88582 0.28356  -0.23
O: 1.25318 -3.74688 -0.08680  -0.03
C: 1.91702 -2.75760 -0.70918  -0.46
O: 3.09962 -2.80768 -0.94482  0.12
C: 1.03834 -1.61713 -1.04512  -0.14
C: 1.61992 -0.42136 -1.46012  0.01
C: 0.84363 0.67957 -1.75303  0.01
C: -0.54202 0.59932 -1.62949  -0.21
N: -1.38669 1.68439 -1.85101  0.14
C: -1.05012 2.99550 -2.06028  -0.47
O: 0.05789 3.37909 -2.34487  0.09
C: -2.23303 3.94268 -1.91529  -0.06
C: -2.84203 3.91627 -0.49951  -0.19
O: -1.88584 4.16394 0.50276  -0.05
C: -1.07485 3.10346 0.86738  -0.29
C: -1.58696 1.90185 1.33493  -0.02
C: -0.74232 0.87341 1.71936  -0.02
C: 0.63510 1.03750 1.64519  -0.28
O: 1.55461 0.09341 1.98253  -0.08
C: 1.10378 -1.14447 2.47515  -0.08
C: 1.14726 2.25684 1.19742  0.01
C: 0.30560 3.27637 0.81459  0.00
C: -1.12888 -0.60554 -1.23703  -0.02
C: -0.34910 -1.70252 -0.94537  -0.02
H: 0.81834 -5.29295 2.01333  0.07
H: 0.29066 -6.12285 0.54636  0.08
H: 1.73045 -6.68412 1.40827  0.08
H: 2.37898 -5.38587 -0.62662  0.13
H: 2.90813 -4.54811 0.84309  0.13
H: 2.69486 -0.37166 -1.53716  0.13
H: 1.29725 1.60594 -2.06059  0.11
H: -2.36281 1.48969 -1.67376  0.14
H: -3.00736 3.68798 -2.64139  0.12
H: -1.86418 4.94656 -2.12726  0.13
H: -3.57261 4.72541 -0.41151  0.13
H: -3.36111 2.96445 -0.32329  0.11
H: -2.65554 1.75935 1.41587  0.12
H: -1.17527 -0.04809 2.07507  0.11
H: 0.54179 -1.02410 3.40762  0.10
H: 0.48707 -1.67122 1.74028  0.08
H: 2.00363 -1.72571 2.67051  0.10
H: 2.21749 2.37518 1.15023  0.13
H: 0.70033 4.21494 0.46062  0.13
H: -2.20505 -0.67189 -1.15115  0.11
H: -0.80668 -2.63029 -0.63786  0.12

---

Q: Which of these has the lowest calculated total energy?
A: C54H46N5O4P2SSbSe4Y

---

Q: What is the formula in the first record?
A: C9H12N3O3

---

Q: net charge of number 2 (C42H41CoNO3P2S)?
A: 0